1.
The following is a quantum chemistry calculation of C19H15BrCl5HfN4O3 as an isolated structure, from OMol25.

Positions of all 48 atoms, in Å:
1 Hf -1.683 -0.258 -0.523
2 Br 0.109 3.004 -0.666
3 Cl -1.570 -2.963 -0.949
4 Cl -0.941 -5.553 0.817
5 Cl -0.960 0.178 3.304
6 Cl -0.321 -5.173 3.881
7 Cl -0.334 -2.313 5.117
8 O -3.594 -0.356 0.028
9 O 0.355 -0.270 -0.896
10 O -5.368 0.465 1.150
11 N 2.021 -0.423 -2.423
12 N -2.298 0.745 -3.714
13 N 2.462 0.185 -0.218
14 N -2.230 1.819 0.255
15 C -4.268 0.569 0.704
16 C 1.088 -0.732 -3.505
17 C -1.177 -1.575 1.278
18 C -3.453 1.835 0.839
19 C -1.518 2.948 0.268
20 C -3.182 4.087 1.532
21 C 3.893 0.361 -0.479
22 C 3.427 -0.277 -2.811
23 C -1.168 -2.857 0.800
24 C -0.654 -2.526 3.447
25 C -0.923 -1.432 2.627
26 C 2.033 0.457 1.147
27 C -0.650 -3.815 2.894
28 C 1.608 -0.173 -1.181
29 C -1.950 4.100 0.903
30 C -2.109 0.215 -2.704
31 C -0.919 -4.003 1.536
32 C -3.958 2.937 1.486
33 C 4.330 -0.523 -1.624
34 H 2.311 1.475 1.421
35 H 4.093 1.416 -0.692
36 H 3.583 0.720 -3.234
37 H 0.870 0.156 -4.098
38 H 4.273 -1.572 -1.326
39 H 3.616 -1.000 -3.603
40 H 5.363 -0.309 -1.890
41 H 0.156 -1.120 -3.115
42 H -3.538 4.976 2.035
43 H -1.330 4.983 0.883
44 H 0.961 0.343 1.245
45 H 1.546 -1.489 -4.139
46 H -4.943 2.872 1.926
47 H 2.521 -0.241 1.829
48 H 4.421 0.109 0.440

## Properties
Strongest force on any atom (eV Å⁻¹): 0.39
Total charge: +1
HOMO (eV): -11.937
Energy above the lowest of the compared OMol25 structures with the same formula, charge and spin (kcal per mole): 13.98

Okay, here come the Mulliken numbers, in e, for every atom: 1.047, -0.012, -0.247, -0.171, -0.165, -0.153, -0.155, -0.804, 0.249, -0.556, 0.148, -0.542, 0.344, -0.103, 0.327, -0.867, -0.886, 0.509, 0.361, -0.380, -0.622, -0.582, 0.843, -0.342, 0.846, -0.751, 0.778, 0.376, -0.650, 0.213, -0.623, -0.671, -0.740, 0.360, 0.303, 0.292, 0.307, 0.311, 0.389, 0.370, 0.193, 0.455, 0.432, -0.082, 0.351, 0.534, 0.388, 0.377

2.
The following is a quantum chemistry calculation of one molecule with the formula C19H15Cl2NO4, from OMol25.

Positions of all 41 atoms, in Å:
1 Cl -3.054 -0.450 2.093
2 Cl -1.965 2.781 -2.142
3 O 2.195 -4.094 4.785
4 O -1.378 -0.169 5.027
5 O 0.614 -3.523 2.428
6 O 0.707 -0.363 6.866
7 N 1.722 0.604 1.134
8 C 0.493 0.885 0.599
9 C 1.617 -2.262 5.841
10 C -0.521 0.240 1.414
11 C -0.396 -1.572 3.408
12 C 1.392 2.711 -3.998
13 C 0.993 2.478 -1.478
14 C 0.113 1.712 -0.569
15 C -0.401 -0.903 4.704
16 C 1.175 1.975 -2.867
17 C 1.587 2.010 -5.259
18 C 1.272 -3.244 4.777
19 C 0.637 -1.111 5.873
20 C 1.522 -0.345 2.110
21 C 1.272 4.081 -3.956
22 C 0.506 -2.811 3.478
23 C -2.190 1.086 -0.047
24 C -1.856 0.390 1.187
25 C 0.191 -0.668 2.320
26 C -1.235 1.870 -0.790
27 H 1.026 0.937 -3.041
28 H 1.750 4.536 -4.790
29 H 2.343 -0.749 2.668
30 H -3.266 1.117 -0.276
31 H 0.236 4.186 -4.026
32 H 0.757 1.412 -5.466
33 H 2.715 0.874 0.766
34 H 1.783 2.628 -6.113
35 H -1.468 -1.826 3.257
36 H 1.953 2.499 -0.967
37 H 1.629 4.601 -3.064
38 H 0.617 3.534 -1.423
39 H 1.669 -2.815 6.787
40 H 2.312 1.239 -5.200
41 H 2.629 -1.789 5.644

## Properties
Strongest force on any atom (eV Å⁻¹): 6.48
HOMO (eV): -8.436
Energy above the lowest of the compared OMol25 structures with the same formula, charge and spin (kcal per mole): 100.93
SMILES: CC(C)=CCc1c(Cl)cc(Cl)c2c(C3C(=O)C(=O)CC(=O)C3=O)c[nH]c12

Okay, here come the Mulliken numbers, in e, for every atom: -0.212, -0.201, -0.501, -0.551, -0.558, -0.524, -0.100, -1.161, -0.250, 0.461, 1.179, 1.262, -1.312, 0.758, 0.313, -0.477, -1.663, 0.287, 0.181, -0.684, -1.545, -0.213, -0.774, 0.595, -0.340, 0.305, 0.374, 0.472, 0.533, 0.354, 0.282, 0.384, 0.334, 0.387, 0.479, 0.358, 0.335, 0.415, 0.355, 0.421, 0.240

3.
The following is a quantum chemistry calculation of a 13-piece molecular cluster, C19H15Cl48N2O overall, from OMol25.

Positions of all 85 atoms, in Å:
1 Cl -5.022 1.065 -5.907
2 Cl 6.408 -7.944 2.493
3 Cl 0.426 -0.489 -3.905
4 Cl -2.259 0.359 -4.564
5 Cl -8.964 2.781 -0.652
6 Cl 12.821 -5.233 9.650
7 Cl 6.690 -11.080 -0.927
8 Cl 13.295 -8.061 9.342
9 Cl -7.904 2.081 8.809
10 Cl 10.685 -6.964 8.803
11 Cl -0.088 0.001 1.457
12 Cl 4.599 -9.112 -0.752
13 Cl 0.892 -1.345 -0.889
14 Cl 2.170 -1.779 1.661
15 Cl -8.919 -1.788 10.062
16 Cl -7.388 -1.918 7.620
17 Cl 3.650 -2.024 -2.743
18 Cl 10.078 -6.224 3.375
19 Cl 11.662 -7.102 11.518
20 Cl -2.527 -1.391 3.329
21 Cl -0.134 2.350 -4.221
22 Cl -9.818 -3.447 7.878
23 Cl -9.935 -0.574 7.653
24 Cl 3.934 -11.923 -0.799
25 Cl 5.073 -0.613 -0.675
26 Cl -7.881 0.804 -6.233
27 Cl 6.438 -2.593 -2.272
28 Cl -5.507 3.627 9.259
29 Cl 4.457 -3.414 -0.347
30 Cl 8.374 -6.386 5.696
31 Cl 6.875 -6.865 -0.142
32 Cl -6.666 3.413 -5.892
33 Cl 6.887 -5.122 2.153
34 Cl -7.149 2.215 -2.827
35 Cl -4.448 0.685 2.782
36 Cl 4.939 -10.634 -3.177
37 Cl -5.809 2.087 6.834
38 Cl -0.461 -2.859 1.155
39 Cl -4.439 -0.610 5.357
40 Cl -9.809 3.163 -3.386
41 Cl 9.050 -3.810 4.588
42 Cl -2.289 1.167 4.631
43 Cl -6.292 1.945 -8.352
44 Cl 11.057 -5.369 5.949
45 Cl 4.411 -6.274 1.240
46 Cl -5.402 0.748 9.350
47 Cl -7.847 4.933 -2.226
48 Cl -1.204 0.925 -1.946
49 O -4.883 5.412 -4.379
50 N -3.059 5.713 -3.019
51 N 1.448 4.651 -5.551
52 C 6.146 -6.552 1.435
53 C 12.112 -6.843 9.829
54 C -3.425 -0.043 4.022
55 C 0.062 6.766 -5.085
56 C -6.155 2.139 8.559
57 C -0.784 0.806 -3.667
58 C 5.036 -10.685 -1.414
59 C -8.439 3.274 -2.271
60 C 0.988 5.915 -6.044
61 C 0.630 -1.491 0.841
62 C 2.450 4.842 -4.528
63 C -2.078 6.596 -3.711
64 C -3.428 3.555 -4.249
65 C 9.642 -5.445 4.897
66 C -9.016 -1.931 8.304
67 C -0.883 5.849 -4.310
68 C -3.859 4.962 -3.900
69 C -6.469 1.815 -6.595
70 C 4.901 -2.157 -1.510
71 H -1.684 7.282 -2.947
72 H 3.486 4.925 -4.935
73 H -4.038 2.818 -3.718
74 H -2.374 3.390 -4.008
75 H 1.842 6.574 -6.331
76 H 0.387 5.718 -6.949
77 H 2.459 4.007 -3.805
78 H 2.311 5.763 -3.919
79 H -1.238 5.094 -5.019
80 H -0.332 5.383 -3.485
81 H -0.518 7.453 -5.719
82 H -2.600 7.218 -4.444
83 H -2.535 5.060 -2.440
84 H -3.533 3.437 -5.331
85 H 0.725 7.328 -4.416

## Properties
Strongest force on any atom (eV Å⁻¹): 0.80
Total charge: -1
HOMO (eV): -2.075

Okay, here come the Mulliken numbers, in e, for every atom: -0.025, -0.080, -0.124, -0.112, -0.120, -0.099, -0.106, -0.098, -0.074, -0.027, -0.094, -0.002, 0.080, -0.086, -0.094, -0.015, -0.035, -0.076, -0.105, -0.011, -0.085, -0.106, -0.085, -0.105, -0.088, -0.096, -0.122, -0.104, 0.042, -0.106, -0.075, 0.011, -0.025, -0.028, -0.084, -0.100, -0.044, -0.149, -0.034, -0.102, -0.093, -0.098, -0.116, -0.083, -0.086, -0.099, -0.076, -0.127, -0.553, -0.342, -0.400, 0.261, 0.325, 0.218, -1.022, 0.330, 0.218, 0.315, 0.304, -1.013, 0.258, -0.813, -1.021, 0.367, 0.336, 0.301, 0.418, 0.228, 0.182, 0.218, 0.299, 0.281, 0.295, -0.499, 0.441, 0.343, 0.119, 0.204, 0.157, 0.170, 0.360, 0.390, 0.345, 0.199, 0.349

4.
The following is a quantum chemistry calculation of a 2-piece molecular cluster, C19H15ClF9IN2O6P2 overall, from OMol25.

Positions of all 55 atoms, in Å:
1 I -1.264 3.892 0.575
2 Cl 3.118 -2.147 -2.273
3 P 2.361 0.998 4.816
4 P 3.699 1.336 -2.458
5 F -7.104 -4.198 -2.473
6 F -3.995 1.244 1.932
7 F -5.292 -2.850 -3.512
8 F -7.339 -1.765 -2.730
9 F -2.842 0.828 -0.115
10 F -0.712 2.989 -2.800
11 F 2.667 4.247 -2.665
12 F 1.642 5.000 -0.722
13 F -0.517 5.451 -2.406
14 O 1.483 0.532 5.989
15 O -2.077 -0.232 2.006
16 O 2.347 -0.069 3.709
17 O -1.122 1.684 3.314
18 O 3.803 1.207 5.307
19 O 1.812 2.321 4.259
20 N 2.910 1.368 -3.909
21 N 2.434 1.301 -1.216
22 C 5.333 -2.421 0.765
23 C 2.307 -0.004 -0.403
24 C 4.843 -1.086 -0.114
25 C -1.089 0.858 2.234
26 C 0.190 4.163 -2.758
27 C -5.669 -2.669 -0.985
28 C 1.151 -0.200 0.794
29 C 0.280 2.364 0.136
30 C -5.073 -3.659 1.709
31 C -4.795 -1.286 -0.652
32 C 3.258 -1.332 -0.590
33 C -6.379 -2.880 -2.463
34 C 0.091 1.003 1.078
35 C -3.210 0.231 1.190
36 C -4.183 -2.288 2.003
37 C 1.536 3.926 -1.787
38 C 1.495 2.511 -1.008
39 C -5.794 -3.802 0.225
40 C -4.091 -1.141 0.822
41 H -5.152 -4.485 2.540
42 H 4.598 0.234 -2.521
43 H 2.902 -2.200 0.153
44 H 4.923 -0.169 0.627
45 H 3.161 2.281 -4.380
46 H -4.723 -0.506 -1.522
47 H 4.695 -3.383 0.517
48 H 0.553 4.332 -3.884
49 H -3.627 -2.135 3.022
50 H 5.262 -2.238 1.933
51 H 6.459 -2.719 0.529
52 H 4.525 2.536 -2.263
53 H -6.442 -4.776 0.017
54 H 1.068 -1.184 1.435
55 H 5.581 -1.018 -1.027

## Properties
Strongest force on any atom (eV Å⁻¹): 9.44
Total charge: -2
HOMO (eV): -0.695

Okay, here come the Mulliken numbers, in e, for every atom: -0.025, -0.193, 0.835, 0.209, -0.264, -0.266, -0.230, -0.229, -0.216, -0.208, -0.290, -0.291, -0.266, -0.557, -0.280, -0.378, -0.466, -0.604, -0.412, -0.691, 0.209, -0.953, 0.478, -0.116, -0.323, 0.088, 0.064, -0.618, -1.032, -0.430, -0.232, -0.713, 0.718, 1.233, 1.099, -0.359, 0.611, 0.360, -0.380, -0.194, 0.289, 0.067, 0.351, 0.293, 0.222, 0.305, 0.261, 0.225, 0.359, 0.245, 0.281, 0.048, 0.246, -0.119, 0.238

5.
The following is a quantum chemistry calculation of C19H15CrF6N5O6S2 as an isolated structure, from OMol25.

Positions of all 54 atoms, in Å:
1 Cr 0.750 0.245 0.454
2 S -1.289 -3.983 1.343
3 S 0.213 -2.976 -0.822
4 F 2.804 -3.410 -0.909
5 F 1.614 -4.978 -1.803
6 F -1.587 -1.484 2.109
7 F -3.101 -2.146 0.705
8 F 1.732 -4.805 0.346
9 F -3.165 -2.809 2.761
10 O -0.168 -3.856 2.226
11 O -1.456 0.827 0.035
12 O -2.154 -5.110 1.476
13 O 1.121 4.281 0.380
14 O -0.025 -2.747 -2.214
15 O 0.691 -1.845 -0.043
16 N -1.952 1.012 -1.145
17 N 1.312 -0.054 2.518
18 N 1.125 2.078 1.050
19 N 1.102 1.128 -1.399
20 N -0.959 -3.765 -0.192
21 C 0.982 2.522 -1.245
22 C 0.934 1.435 -3.784
23 C 1.471 -1.225 3.150
24 C 1.515 1.094 3.184
25 C 0.748 2.845 -3.626
26 C -2.964 2.494 -2.692
27 C 0.795 3.353 -2.345
28 C 2.051 -0.124 5.176
29 C 1.325 2.384 2.424
30 C 1.842 -1.307 4.475
31 C -2.353 -2.508 1.743
32 C -2.918 1.520 -3.680
33 C -1.892 0.058 -2.089
34 C -2.371 0.290 -3.359
35 C 1.081 3.062 0.125
36 C 1.095 0.660 -2.666
37 C 1.681 -4.114 -0.791
38 C -2.474 2.223 -1.438
39 C 1.886 1.082 4.525
40 H 2.341 -0.149 6.219
41 H -2.422 2.924 -0.620
42 H -2.285 -0.506 -4.085
43 H 0.599 3.493 -4.481
44 H 2.042 2.024 5.035
45 H 0.698 4.413 -2.142
46 H 1.219 -0.415 -2.766
47 H 2.195 3.033 2.598
48 H 1.951 -2.275 4.943
49 H -3.359 3.480 -2.890
50 H 0.954 0.965 -4.759
51 H -3.285 1.724 -4.676
52 H 0.476 2.918 2.884
53 H 1.269 -2.113 2.565
54 H -1.433 -0.864 -1.786

## Properties
Strongest force on any atom (eV Å⁻¹): 0.56
Total charge: -1
HOMO (alpha / beta) (eV): -1.594 / -5.295
Energy above the lowest of the compared OMol25 structures with the same formula, charge and spin (kcal per mole): 0.00
Spin multiplicity: 6

Okay, here come the Mulliken numbers, in e, for every atom: 0.414, 1.016, 0.873, -0.222, -0.220, -0.198, -0.227, -0.212, -0.246, -0.577, -0.566, -0.675, -0.844, -0.647, 0.037, 0.585, 0.221, 0.314, 0.074, -0.532, 0.309, -0.629, -0.180, 0.249, -0.607, -0.716, -0.343, -0.188, -0.626, -0.978, 0.641, -0.200, 0.119, -0.944, -0.367, -0.508, 0.647, -0.165, -0.879, 0.393, 0.444, 0.436, 0.382, 0.441, 0.437, 0.364, 0.434, 0.464, 0.412, 0.441, 0.390, 0.297, 0.385, 0.276